Record 1
Entry from the OMol25 dataset: a 2-piece molecular cluster, C4H7N2S overall at a distorted geometry (wB97M-V/def2-TZVPD).

Calculated values
* total charge: +1
* strongest force on any atom: 4.7 eV/Å
* HOMO-LUMO gap (alpha / beta): 6.81 / 6.81 eV
* energy relative to the best compared isomer or geometry (same formula, charge and spin): 129.5 kcal/mol
* E_HOMO (alpha / beta): -11.981 / -11.980 eV

Geometry (Å):
S -0.133 -2.910 0.201
N 0.093 -0.888 1.977
N -0.294 0.468 -1.588
C -0.304 -0.698 -1.386
C -0.206 -1.969 -1.230
C 0.066 0.255 1.343
C -0.351 1.639 -2.040
H -0.477 -2.591 -1.978
H -0.745 0.832 0.957
H -0.709 2.089 -3.011
H 0.974 -1.479 2.059
H -0.587 -1.211 2.634
H 1.028 0.721 0.859
H 0.032 2.472 -1.456

Record 2
Entry from the OMol25 dataset: C4H7N2S as an isolated structure at a distorted geometry (wB97M-V/def2-TZVPD).

Calculated values
* total charge: +1
* strongest force on any atom: 4.2 eV/Å
* HOMO-LUMO gap: 8.77 eV
* energy relative to the best compared isomer or geometry (same formula, charge and spin): 79.7 kcal/mol
* E_HOMO: -13.987 eV

Geometry (Å):
S -0.711 2.242 -0.328
N 3.101 -0.567 -0.889
N -1.396 -0.629 -0.593
C 0.289 1.016 0.066
C 2.752 0.292 -0.220
C 2.152 1.235 0.696
C -0.045 -0.422 -0.036
H -2.003 -1.229 -0.018
H 0.164 -0.965 0.973
H 0.561 -1.005 -0.772
H 2.397 1.146 1.718
H -1.624 0.375 -0.669
H 2.463 2.338 0.582
H -1.349 -1.128 -1.546

Record 3
Entry from the OMol25 dataset: one molecule with the formula C4H7N3 at a distorted geometry (wB97M-V/def2-TZVPD).

Calculated values
* strongest force on any atom: 1.9 eV/Å
* HOMO-LUMO gap: 8.92 eV
* energy relative to the best compared isomer or geometry (same formula, charge and spin): 52.1 kcal/mol
* E_HOMO: -7.753 eV
* SMILES string: CNc1cc[nH]n1

Geometry (Å):
N 1.481 -0.341 -0.289
N -0.480 0.663 -0.079
N -1.705 0.438 0.360
C -0.819 -1.557 0.082
C 1.771 1.257 -0.180
C 0.121 -0.506 -0.168
C -1.974 -0.878 0.416
H 2.393 1.495 -1.024
H 1.939 -1.047 -0.889
H 2.230 1.335 0.800
H -2.947 -1.204 0.743
H -0.711 -2.635 0.070
H 1.008 2.080 -0.167
H -2.327 1.216 0.249

Record 4
Entry from the OMol25 dataset: one molecule with the formula C4H7N3 at a distorted geometry (wB97M-V/def2-TZVPD).

Calculated values
* strongest force on any atom: 2.7 eV/Å
* HOMO-LUMO gap: 8.09 eV
* energy relative to the best compared isomer or geometry (same formula, charge and spin): 115.0 kcal/mol
* E_HOMO: -6.985 eV

Geometry (Å):
N -0.907 1.234 2.151
N -0.211 -1.109 -2.388
N 0.582 -1.093 -0.284
C 0.508 -0.458 -1.484
C 0.711 -0.307 0.855
C 0.596 1.339 0.101
C -0.092 0.883 1.108
H 1.002 2.212 -0.387
H -1.574 0.515 2.413
H -1.346 2.142 2.035
H 0.389 -2.089 -0.186
H 1.467 -0.624 1.572
H -0.265 -0.788 -3.336
H -0.857 -1.858 -2.170

Record 5
Entry from the OMol25 dataset: one molecule with the formula C4H7N3 at a distorted geometry (wB97M-V/def2-TZVPD).

Calculated values
* strongest force on any atom: 4.0 eV/Å
* HOMO-LUMO gap: 7.69 eV
* energy relative to the best compared isomer or geometry (same formula, charge and spin): 108.8 kcal/mol
* E_HOMO: -7.380 eV

Geometry (Å):
N -0.479 -0.519 -1.978
N 0.281 0.466 -2.444
N 1.262 0.852 -1.724
C -0.779 0.281 0.300
C 1.502 0.628 -0.470
C -0.684 -0.861 -0.673
C 0.648 0.402 0.757
H -0.761 -1.868 -0.227
H -0.718 -1.029 -2.814
H -0.959 1.196 -0.133
H 2.578 0.883 -0.333
H 1.025 1.129 1.423
H -1.595 -0.010 1.095
H 1.013 -0.609 1.292

Record 6
Entry from the OMol25 dataset: one molecule with the formula C4H7N3 (wB97M-V/def2-TZVPD).

Calculated values
* strongest force on any atom: 0.9 eV/Å
* HOMO-LUMO gap: 9.88 eV
* energy relative to the best compared isomer or geometry (same formula, charge and spin): 39.2 kcal/mol
* E_HOMO: -8.858 eV
* SMILES string: CNc1cc[nH]n1

Geometry (Å):
N -1.774 0.434 -0.256
N -0.739 0.594 -1.088
N 1.457 -0.211 -0.797
C 1.507 0.716 0.379
C -0.535 -1.325 0.121
C -1.694 -0.691 0.496
C 0.053 -0.437 -0.805
H -2.426 -0.916 1.257
H 1.741 0.296 -1.631
H 2.021 0.239 1.216
H 0.480 0.978 0.711
H -0.095 -2.230 0.514
H -2.442 1.182 -0.188
H 1.964 1.666 0.107

Record 7
Entry from the OMol25 dataset: one molecule with the formula C4H7N3 at a distorted geometry (wB97M-V/def2-TZVPD).

Calculated values
* strongest force on any atom: 8.9 eV/Å
* HOMO-LUMO gap: 10.27 eV
* energy relative to the best compared isomer or geometry (same formula, charge and spin): 125.5 kcal/mol
* E_HOMO: -9.486 eV
* SMILES string: C=N/N=C/N1CC1

Geometry (Å):
N 2.189 0.014 0.345
N 1.267 -0.491 -0.491
N -1.074 -0.204 -0.700
C 3.335 0.055 -0.155
C 0.171 -0.179 0.110
C -2.154 -0.713 0.172
C -2.006 0.784 -0.096
H -2.091 -0.792 1.167
H 3.603 -0.231 -1.113
H -2.636 1.055 -1.075
H -3.146 -1.296 0.031
H -0.008 0.093 1.060
H -1.684 1.556 0.441
H 4.233 0.350 0.303

Record 8
Entry from the OMol25 dataset: one molecule with the formula C4H7N3 at a distorted geometry (wB97M-V/def2-TZVPD).

Calculated values
* strongest force on any atom: 2.0 eV/Å
* HOMO-LUMO gap: 10.13 eV
* energy relative to the best compared isomer or geometry (same formula, charge and spin): 31.6 kcal/mol
* E_HOMO: -9.247 eV
* SMILES string: CCc1c[nH]nn1

Geometry (Å):
N 2.021 -0.079 1.399
N 2.484 -0.435 0.205
N 0.760 0.205 1.255
C 1.517 -0.387 -0.745
C -0.992 -0.117 -0.438
C 0.435 0.074 -0.053
C -2.094 0.709 0.277
H -1.152 -0.088 -1.525
H 1.622 -0.737 -1.764
H -2.933 0.046 0.493
H -0.870 -1.154 -0.108
H 3.441 -0.719 0.118
H -1.747 1.150 1.219
H -2.493 1.533 -0.334

Record 9
Entry from the OMol25 dataset: one molecule with the formula C4H7N3 at a distorted geometry (wB97M-V/def2-TZVPD).

Calculated values
* strongest force on any atom: 1.4 eV/Å
* HOMO-LUMO gap: 10.39 eV
* energy relative to the best compared isomer or geometry (same formula, charge and spin): 11.3 kcal/mol
* E_HOMO: -9.609 eV
* SMILES string: [H]/N=C(\C#N)NCC

Geometry (Å):
N 0.310 0.351 0.455
N 1.407 -1.386 -0.639
N 3.435 1.446 -0.406
C -0.952 -0.380 0.399
C -1.963 0.277 -0.510
C 2.536 0.725 -0.287
C 1.393 -0.193 -0.176
H 0.326 1.303 0.803
H -1.612 0.303 -1.549
H -1.334 -0.482 1.417
H -2.899 -0.290 -0.498
H -2.155 1.309 -0.197
H 2.266 -1.635 -1.116
H -0.685 -1.385 0.060

Record 10
Entry from the OMol25 dataset: a 2-piece molecular cluster, C4H7N3 overall (wB97M-V/def2-TZVPD).

Calculated values
* strongest force on any atom: 1.0 eV/Å
* HOMO-LUMO gap (alpha / beta): 8.86 / 8.85 eV
* energy relative to the best compared isomer or geometry (same formula, charge and spin): 87.3 kcal/mol
* E_HOMO (alpha / beta): -8.467 / -8.467 eV

Geometry (Å):
N 3.150 1.868 -0.636
N -0.948 0.187 0.764
N 1.198 -1.103 -0.222
C -0.950 -1.085 0.983
C -1.477 0.699 -0.498
C 2.448 0.977 -0.379
C 1.396 0.118 0.067
H -2.507 1.017 -0.324
H -0.872 1.555 -0.819
H -0.548 -1.431 1.931
H -1.447 -0.066 -1.285
H 0.107 0.618 0.916
H -1.441 -1.772 0.308
H 1.891 -1.582 -0.806

Record 11
Entry from the OMol25 dataset: one molecule with the formula C4H7N3O at a distorted geometry (wB97M-V/def2-TZVPD).

Calculated values
* strongest force on any atom: 1.2 eV/Å
* HOMO-LUMO gap: 8.98 eV
* energy relative to the best compared isomer or geometry (same formula, charge and spin): 29.8 kcal/mol
* E_HOMO: -8.263 eV
* SMILES string: COC(C#N)=C(N)N

Geometry (Å):
O -0.275 0.776 -1.210
N 1.087 -1.395 1.400
N -1.553 -2.445 -0.788
N 1.802 0.688 0.642
C -0.086 -0.345 -0.423
C 0.894 -0.346 0.524
C -0.898 -1.492 -0.654
C -1.533 1.384 -0.995
H 2.028 0.923 1.605
H -1.659 1.681 0.047
H -1.570 2.257 -1.656
H 0.492 -2.197 1.240
H 1.563 1.481 0.060
H 2.057 -1.677 1.475
H -2.351 0.705 -1.268

Record 12
Entry from the OMol25 dataset: a 2-piece molecular cluster, C4H7N3O overall at a distorted geometry (wB97M-V/def2-TZVPD).

Calculated values
* strongest force on any atom: 4.5 eV/Å
* HOMO-LUMO gap: 8.33 eV
* energy relative to the best compared isomer or geometry (same formula, charge and spin): 68.2 kcal/mol
* E_HOMO: -7.841 eV
* SMILES string: CC(N)=C=N.N=C=O

Geometry (Å):
O 3.928 0.707 -0.263
N -0.663 -2.372 -0.069
N 2.098 -0.535 0.444
N -1.293 0.731 -1.502
C -1.101 0.052 -0.259
C -1.136 0.821 1.015
C 2.980 0.136 0.043
C -0.613 -1.162 -0.133
H -1.439 1.730 -1.363
H -1.313 0.245 1.926
H -0.728 0.697 -2.315
H 1.366 -1.002 -0.073
H -0.333 1.495 1.264
H 0.179 -2.955 0.172
H -1.933 1.411 1.112

Record 13
Entry from the OMol25 dataset: one molecule with the formula C4H7N3O at a distorted geometry (wB97M-V/def2-TZVPD).

Calculated values
* strongest force on any atom: 3.5 eV/Å
* HOMO-LUMO gap: 8.02 eV
* energy relative to the best compared isomer or geometry (same formula, charge and spin): 81.2 kcal/mol
* E_HOMO: -7.278 eV
* SMILES string: O=C1CNC=NNC1

Geometry (Å):
O -1.489 -2.080 0.445
N 1.008 0.181 0.991
N 1.242 0.946 -1.182
N -0.096 0.928 -1.306
C -0.927 -0.294 -1.118
C -1.054 -0.984 0.351
C 1.685 0.226 -0.219
C -0.410 -0.066 1.417
H 2.811 0.064 -0.092
H -0.327 -0.514 2.368
H -0.687 -1.081 -1.828
H -1.949 0.078 -1.263
H -0.879 0.881 1.339
H -0.614 1.703 -1.656
H 1.686 0.013 1.752

Record 14
Entry from the OMol25 dataset: one molecule with the formula C4H7N3O at a distorted geometry (wB97M-V/def2-TZVPD).

Calculated values
* strongest force on any atom: 5.3 eV/Å
* HOMO-LUMO gap: 9.87 eV
* energy relative to the best compared isomer or geometry (same formula, charge and spin): 105.7 kcal/mol
* E_HOMO: -8.886 eV
* SMILES string: [H]/N=C1\NN[C@@H]2C[C@]12O

Geometry (Å):
O 1.211 -1.332 -0.805
N -0.326 1.564 -0.286
N -1.549 0.776 -0.284
N 2.078 0.786 0.241
C -1.078 -0.581 -0.390
C -0.668 -1.122 0.938
C 0.351 -0.598 -0.059
C 0.761 0.757 0.084
H -0.459 2.369 0.388
H -0.850 -2.152 1.097
H -1.870 0.832 -1.298
H -1.592 -1.210 -1.180
H -0.917 -0.538 1.802
H 2.305 -1.350 -0.480
H 2.605 1.798 0.230

Record 15
Entry from the OMol25 dataset: one molecule with the formula C4H7N3O at a distorted geometry (wB97M-V/def2-TZVPD).

Calculated values
* strongest force on any atom: 7.2 eV/Å
* HOMO-LUMO gap: 9.23 eV
* energy relative to the best compared isomer or geometry (same formula, charge and spin): 101.8 kcal/mol
* E_HOMO: -8.474 eV
* SMILES string: CNc1ocnc1N

Geometry (Å):
O -0.746 -1.535 0.417
N 1.325 0.021 0.595
N -1.188 1.955 0.003
N -2.286 -0.231 -0.268
C -0.063 -0.211 0.242
C 2.326 -0.297 -0.488
C -1.833 -1.489 -0.202
C -1.168 0.469 0.010
H 1.486 -0.501 1.446
H -0.679 2.440 0.700
H 2.011 -1.304 -1.180
H 3.456 -0.256 -0.156
H 2.179 0.882 -1.094
H -2.162 2.420 0.033
H -2.657 -2.364 -0.057

Record 16
Entry from the OMol25 dataset: a 3-piece molecular cluster, C4H7N3O overall at a distorted geometry (wB97M-V/def2-TZVPD).

Calculated values
* strongest force on any atom: 6.1 eV/Å
* HOMO-LUMO gap: 7.71 eV
* energy relative to the best compared isomer or geometry (same formula, charge and spin): 108.1 kcal/mol
* E_HOMO: -7.907 eV

Geometry (Å):
O 1.380 -1.292 -1.524
N 2.007 -0.070 0.399
N 0.118 1.513 -1.273
N 1.191 1.388 -1.639
C -1.339 -1.253 -0.554
C -1.131 0.624 1.081
C -0.696 -0.190 -0.092
C 1.359 -0.416 -0.731
H -1.983 0.182 1.608
H 1.535 -0.236 1.277
H 2.543 0.784 0.393
H -2.241 -1.645 -0.085
H -0.983 -1.802 -1.420
H -0.330 0.791 1.810
H -1.431 1.622 0.751

Record 17
Entry from the OMol25 dataset: C4H7N3O as an isolated structure at a distorted geometry (wB97M-V/def2-TZVPD).

Calculated values
* strongest force on any atom: 3.8 eV/Å
* HOMO-LUMO gap (alpha / beta): 7.67 / 7.67 eV
* energy relative to the best compared isomer or geometry (same formula, charge and spin): 129.0 kcal/mol
* E_HOMO (alpha / beta): -7.816 / -7.814 eV

Geometry (Å):
O 1.511 0.419 -2.238
N -0.836 -0.893 0.574
N -0.617 -1.307 -1.858
N 2.287 1.632 0.897
C 1.188 0.296 -0.959
C -0.382 -0.835 -0.787
C -2.247 -0.597 0.838
C 1.556 0.831 0.141
H 3.178 1.357 1.291
H -0.646 -1.811 0.973
H -2.987 -1.334 0.514
H 2.066 2.611 1.029
H 0.890 -0.201 -2.694
H -2.523 0.346 0.368
H -2.439 -0.513 1.909

Record 18
Entry from the OMol25 dataset: C4H7N3O as an isolated structure at a distorted geometry (wB97M-V/def2-TZVPD).

Calculated values
* strongest force on any atom: 8.9 eV/Å
* HOMO-LUMO gap: 8.00 eV
* energy relative to the best compared isomer or geometry (same formula, charge and spin): 132.3 kcal/mol
* E_HOMO: -7.368 eV

Geometry (Å):
O -1.106 1.252 -0.577
N 0.888 -1.412 0.811
N 0.788 -0.250 -0.993
N 2.483 -2.001 -1.046
C -0.132 0.264 -0.036
C -1.753 2.179 0.524
C 1.321 -1.390 -0.619
C -0.211 -0.678 0.939
H -2.604 1.647 0.785
H -0.771 -0.625 1.782
H -0.772 2.224 1.340
H 0.613 -2.570 1.270
H 2.430 -1.919 -2.205
H -1.931 3.207 -0.077
H 0.757 0.070 -1.894

Record 19
Entry from the OMol25 dataset: C4H7N3O as an isolated structure at a distorted geometry (wB97M-V/def2-TZVPD).

Calculated values
* strongest force on any atom: 6.6 eV/Å
* HOMO-LUMO gap: 8.85 eV
* energy relative to the best compared isomer or geometry (same formula, charge and spin): 111.1 kcal/mol
* E_HOMO: -8.416 eV

Geometry (Å):
O -2.938 -0.931 0.060
N -1.517 -1.171 -0.111
N 1.332 -1.196 0.582
N -1.120 1.205 -0.103
C -0.765 -0.015 -0.183
C 0.069 1.915 -0.362
C 1.214 1.081 -0.526
C 0.717 -0.262 -0.422
H 2.403 -1.347 0.502
H -2.771 -0.065 0.908
H -1.059 -1.852 0.556
H 2.264 1.304 -0.622
H 1.005 -0.728 -1.306
H 1.071 -0.924 1.572
H 0.095 2.986 -0.545

Record 20
Entry from the OMol25 dataset: one molecule with the formula C4H7N3O at a distorted geometry (wB97M-V/def2-TZVPD).

Calculated values
* strongest force on any atom: 6.8 eV/Å
* HOMO-LUMO gap: 9.72 eV
* energy relative to the best compared isomer or geometry (same formula, charge and spin): 173.7 kcal/mol
* E_HOMO: -8.904 eV
* SMILES string: [H]/N=C1/NOC[C@@H]2N[C@@H]12

Geometry (Å):
O -1.169 -1.360 -0.360
N 2.398 -0.328 0.254
N -0.026 2.033 -0.026
N 0.200 -1.277 0.090
C -0.562 0.703 0.587
C 1.166 -0.372 -0.161
C -1.757 -0.074 0.254
C 0.240 0.763 -0.624
H -2.457 -0.149 1.079
H -2.396 0.236 -0.496
H 2.714 0.594 -0.250
H -0.213 0.612 1.669
H -0.785 2.412 -0.652
H -0.567 0.291 -1.320
H 0.523 -2.235 0.293